{
  "formula": "C17H26N4O2S",
  "method": "wB97M-V/def2-TZVPD",
  "elements": ["C", "C", "N", "C", "C", "C", "C", "N", "C", "C", "O", "C", "C", "C", "N", "N", "C", "C", "C", "C", "C", "C", "S", "O", "H", "H", "H", "H", "H", "H", "H", "H", "H", "H", "H", "H", "H", "H", "H", "H", "H", "H", "H", "H", "H", "H", "H", "H", "H", "H"],
  "xyz": [[2.902, -3.307, 0.788], [1.457, -3.525, 1.230], [0.673, -2.304, 1.086], [0.804, -1.443, 2.254], [0.564, 0.026, 1.923], [-0.720, -2.573, 0.747], [-0.904, -2.950, -0.728], [-0.969, -1.790, -1.599], [0.234, -0.991, -1.680], [-2.080, -1.618, -2.348], [-3.027, -2.382, -2.292], [-2.148, -0.403, -3.268], [-3.158, 0.596, -2.679], [-2.664, 1.149, -1.400], [-3.110, 0.928, -0.209], [-2.336, 1.613, 0.651], [-1.439, 2.234, -0.060], [-0.391, 3.066, 0.428], [-0.189, 3.472, 1.720], [0.955, 4.276, 1.857], [1.623, 4.480, 0.685], [2.862, 5.268, 0.457], [0.840, 3.675, -0.633], [-1.590, 1.980, -1.382], [3.465, -4.231, 0.887], [3.385, -2.543, 1.391], [2.929, -2.989, -0.251], [1.017, -4.303, 0.603], [1.435, -3.892, 2.269], [1.824, -1.546, 2.629], [0.119, -1.758, 3.060], [-0.467, 0.209, 1.633], [0.778, 0.636, 2.797], [1.219, 0.338, 1.114], [-1.309, -1.676, 0.942], [-1.130, -3.383, 1.373], [-0.087, -3.597, -1.063], [-1.851, -3.478, -0.852], [0.022, 0.074, -1.602], [0.866, -1.273, -0.839], [0.771, -1.177, -2.616], [-1.184, 0.074, -3.427], [-2.534, -0.752, -4.227], [-4.100, 0.084, -2.483], [-3.321, 1.414, -3.384], [-0.851, 3.195, 2.518], [1.278, 4.693, 2.794], [2.684, 6.065, -0.264], [3.200, 5.708, 1.392], [3.654, 4.633, 0.061]],
  "atomic_forces_ev_per_a": [[-0.2636, -0.1464, 0.1277], [0.2203, 0.0690, -0.1246], [-0.0124, -0.0902, 0.1907], [0.0477, 0.2485, -0.0769], [0.0129, -0.3112, 0.1349], [0.0325, -0.1464, -0.1845], [-0.3109, -0.1078, 0.2865], [0.0774, -0.1499, 0.2418], [0.2352, 0.2469, -0.2565], [0.1452, 0.1369, -0.3172], [-0.4224, -0.0376, -0.1105], [-0.1946, -0.1328, 0.0486], [0.2902, 0.0467, -0.1545], [-0.4792, -0.1367, 0.3118], [-0.7977, -0.6904, -1.0707], [1.1596, 0.9529, 0.5951], [-0.9228, -0.6670, 0.3925], [0.7433, 0.5716, -0.0533], [-0.3236, -0.3014, -0.5406], [0.3085, 0.1409, -0.2044], [-0.2622, -0.2217, -0.1341], [0.0868, 0.0301, -0.1356], [-0.0964, 0.0624, 0.6379], [0.1505, 0.1483, 0.0346], [0.1472, -0.0748, 0.0143], [0.0908, 0.0828, 0.0523], [0.0181, 0.0336, -0.1104], [-0.0157, -0.0078, 0.0701], [-0.0950, -0.0358, -0.0587], [-0.0540, -0.0561, 0.0577], [0.0850, -0.0651, 0.0174], [-0.0920, 0.0654, -0.0344], [-0.0066, 0.1308, 0.0864], [0.0842, 0.0796, -0.0963], [-0.0729, -0.0345, 0.0146], [0.0008, 0.0541, 0.0338], [-0.0382, -0.0544, 0.0288], [0.2242, -0.0040, 0.0079], [0.0447, 0.0225, 0.0095], [-0.0084, 0.1105, -0.1395], [0.0501, 0.0455, 0.0076], [0.0004, 0.0129, -0.0382], [0.0926, -0.0354, 0.0571], [0.0430, 0.0845, 0.0040], [-0.0786, -0.0520, 0.0128], [-0.1537, -0.0741, 0.1627], [0.1045, 0.1042, 0.1526], [0.0673, 0.0853, 0.0099], [0.0398, 0.0310, 0.0184], [0.0979, 0.0363, 0.0209]],
  "homo_energy_ev": -8.39,
  "total_energy_ev": -38941.3139,
  "smiles": "CCN(CC)CCN(C)C(=O)CCc1nnc(-c2ccc(C)s2)o1",
  "homo_lumo_gap_ev": 8.6,
  "e_above_lowest_kj_mol": 148.0
}

***

{
  "formula": "C23H38B3IN10O4",
  "method": "wB97M-V/def2-TZVPD",
  "elements": ["C", "C", "O", "C", "B", "O", "B", "O", "B", "I", "O", "H", "H", "H", "H", "H", "H", "H", "H", "C", "C", "N", "H", "H", "H", "C", "C", "N", "H", "H", "H", "C", "C", "N", "H", "H", "H", "C", "C", "N", "H", "H", "H", "C", "C", "N", "H", "H", "H", "C", "C", "N", "H", "H", "H", "C", "C", "N", "H", "H", "H", "C", "C", "N", "H", "H", "H", "C", "C", "N", "H", "H", "H", "C", "C", "N", "H", "H", "H"],
  "xyz": [[3.082, 2.060, -2.724], [3.056, 1.797, -1.205], [2.165, 0.787, -0.791], [2.447, -0.478, -1.361], [3.781, -1.148, -0.856], [4.562, -1.908, -1.733], [5.759, -1.218, -1.854], [6.427, -0.958, -0.655], [5.582, -0.573, 0.356], [6.314, 0.775, 1.868], [4.284, -1.021, 0.446], [2.313, 1.488, -3.235], [2.850, 3.108, -2.904], [4.070, 1.891, -3.147], [2.697, 2.710, -0.733], [4.074, 1.654, -0.812], [1.636, -1.142, -1.053], [2.435, -0.497, -2.453], [6.138, -0.812, -2.900], [-1.199, 2.028, -0.123], [-1.363, 2.492, -1.495], [-1.541, 2.867, -2.568], [-2.097, 1.516, 0.200], [-0.350, 1.346, -0.063], [-1.022, 2.878, 0.525], [-3.959, 0.219, -3.263], [-4.461, 0.530, -1.931], [-4.840, 0.736, -0.865], [-4.795, 0.081, -3.948], [-3.322, 1.026, -3.622], [-3.376, -0.700, -3.224], [-4.753, 4.019, -0.408], [-4.265, 4.981, 0.575], [-3.895, 5.737, 1.359], [-3.994, 3.846, -1.169], [-4.980, 3.076, 0.085], [-5.654, 4.401, -0.884], [-7.405, 7.316, -0.483], [-7.319, 6.443, -1.650], [-7.239, 5.747, -2.560], [-6.456, 7.827, -0.336], [-8.191, 8.054, -0.633], [-7.632, 6.726, 0.402], [-2.988, 4.541, 3.937], [-2.849, 3.447, 2.984], [-2.731, 2.587, 2.230], [-2.070, 5.124, 3.963], [-3.809, 5.186, 3.630], [-3.190, 4.142, 4.929], [1.865, -5.077, -1.517], [1.022, -3.909, -1.743], [0.358, -2.993, -1.946], [2.760, -5.002, -2.132], [2.150, -5.129, -0.468], [1.322, -5.980, -1.787], [5.490, -2.796, 3.827], [5.857, -2.580, 5.222], [6.147, -2.408, 6.319], [4.796, -3.631, 3.753], [5.015, -1.900, 3.429], [6.380, -3.017, 3.241], [7.681, -4.162, 9.101], [8.046, -3.935, 10.497], [8.333, -3.758, 11.595], [6.991, -5.000, 9.033], [7.204, -3.275, 8.690], [8.573, -4.386, 8.520], [-6.350, -3.078, -1.710], [-6.550, -2.617, -3.081], [-6.692, -2.237, -4.156], [-7.234, -3.614, -1.370], [-5.490, -3.743, -1.667], [-6.175, -2.223, -1.059], [-1.065, -4.729, -5.074], [0.393, -4.691, -5.083], [1.542, -4.656, -5.071], [-1.412, -5.677, -5.481], [-1.425, -4.621, -4.052], [-1.458, -3.915, -5.678]],
  "atomic_forces_ev_per_a": [[0.0946, 0.2846, 0.3751], [-0.1136, 0.7547, -0.2915], [-0.0052, -0.0829, -0.1382], [0.1314, -0.4592, 0.5040], [-0.5419, -1.0360, 0.1827], [-0.0491, 1.1908, -0.3875], [0.1801, -1.0634, 0.2552], [-0.3896, 0.9656, -0.4655], [0.4936, -0.4575, 1.0847], [-0.0654, -0.2482, -0.1594], [0.1972, 1.0000, -0.7094], [0.0795, -0.1364, -0.1113], [-0.0179, 0.0509, -0.0412], [-0.0745, -0.2904, -0.2040], [-0.0593, -0.0916, 0.2594], [-0.0019, -0.3324, 0.0066], [-0.1175, 0.0109, -0.0566], [-0.0794, 0.2099, -0.0582], [0.2758, -0.1828, 0.0007], [0.3828, -0.1834, -0.4082], [-0.1069, 0.0290, -0.1945], [0.0269, -0.1066, 0.1386], [-0.1006, 0.0232, 0.0472], [0.0375, 0.0486, -0.0542], [-0.0266, 0.0361, 0.0768], [-0.0361, 0.0773, -0.1093], [0.0378, -0.0694, 0.1809], [0.0176, -0.0358, -0.1908], [-0.0078, -0.0313, 0.0045], [0.0070, 0.0286, 0.0654], [0.0101, -0.0090, 0.0020], [0.0404, 0.0141, 0.1208], [-0.0155, 0.1434, 0.0305], [-0.1725, 0.0162, -0.3650], [0.0102, 0.0036, -0.0073], [0.0593, -0.0324, -0.0014], [0.0197, 0.0031, -0.0584], [0.0050, -0.0174, -0.0709], [0.0190, -0.0600, -0.0774], [-0.0165, 0.0889, 0.1374], [0.0102, -0.0044, 0.0200], [-0.0054, 0.0087, 0.0110], [0.0050, 0.0043, 0.0164], [-0.0811, -0.0894, 0.1596], [0.0431, -0.1028, -0.0463], [-0.2622, 0.1652, 0.5341], [-0.0100, 0.0305, -0.0269], [0.1086, -0.0331, -0.0061], [0.0493, -0.0438, 0.0257], [0.0370, 0.0698, 0.0200], [-0.1130, 0.0949, -0.1542], [0.0259, -0.2290, 0.0838], [-0.0165, -0.0035, -0.0403], [-0.0034, -0.0155, 0.0067], [0.0089, -0.0118, -0.0136], [-0.0223, 0.0097, 0.0270], [0.0392, 0.0449, 0.1232], [-0.0171, -0.0734, -0.1158], [-0.0037, -0.0076, 0.0020], [0.0021, 0.0085, -0.0089], [0.0079, 0.0120, -0.0098], [-0.0038, 0.0701, 0.0716], [0.0374, 0.0054, 0.1252], [-0.0392, -0.0281, -0.1521], [-0.0094, -0.0041, -0.0105], [-0.0066, -0.0179, -0.0512], [0.0025, 0.0020, -0.0156], [-0.0417, 0.0395, -0.0417], [0.0332, 0.1024, -0.0921], [0.0554, -0.0621, 0.1439], [-0.0004, -0.0077, 0.0164], [0.0037, -0.0084, 0.0130], [0.0076, 0.0103, 0.0028], [0.0482, 0.0019, -0.0238], [0.1712, 0.0338, 0.0586], [-0.1621, -0.0646, 0.0348], [-0.0146, 0.0014, -0.0099], [0.0069, 0.0328, 0.0091], [-0.0187, 0.0056, 0.0018]],
  "homo_energy_ev": -10.04,
  "total_energy_ev": -57691.9670,
  "homo_lumo_gap_ev": 10.0,
  "e_above_lowest_kj_mol": 0.0
}

***

{
  "formula": "C11H23AgCl10NiO5P",
  "method": "wB97M-V/def2-TZVPD",
  "elements": ["Ag", "Ni", "P", "O", "O", "O", "O", "C", "O", "H", "H", "H", "Cl", "C", "C", "Cl", "H", "H", "H", "H", "Cl", "C", "C", "Cl", "H", "H", "H", "H", "Cl", "C", "C", "Cl", "H", "H", "H", "H", "Cl", "C", "C", "Cl", "H", "H", "H", "H", "Cl", "C", "C", "Cl", "H", "H", "H", "H"],
  "xyz": [[1.249, 1.653, 2.593], [-0.482, 2.607, 0.001], [1.113, 4.186, 1.580], [0.452, 5.515, 1.780], [1.167, 3.629, 0.116], [-0.136, 3.228, 1.990], [2.201, 3.594, 2.475], [0.711, -0.078, -0.351], [0.313, 0.798, 0.693], [0.701, 0.419, -1.340], [1.766, -0.379, -0.230], [0.085, -0.980, -0.416], [5.870, -1.942, -1.200], [5.146, -0.370, -0.788], [6.198, 0.681, -0.661], [7.143, 0.477, 0.827], [4.597, -0.485, 0.143], [4.422, -0.110, -1.557], [5.773, 1.684, -0.649], [6.865, 0.648, -1.520], [-3.970, -2.639, -1.824], [-3.302, -2.130, -0.256], [-2.636, -0.786, -0.304], [-3.713, 0.508, -0.842], [-2.575, -2.867, 0.049], [-4.123, -2.124, 0.460], [-1.780, -0.857, -0.984], [-2.239, -0.523, 0.673], [0.044, 1.425, -5.555], [-1.539, 1.930, -4.929], [-1.724, 1.569, -3.482], [-0.530, 2.463, -2.479], [-2.318, 1.463, -5.519], [-1.582, 3.014, -5.020], [-1.605, 0.509, -3.288], [-2.703, 1.902, -3.154], [-0.747, 1.751, 4.551], [-2.363, 1.042, 4.373], [-2.403, 0.213, 3.112], [-1.423, -1.276, 3.232], [-3.067, 1.864, 4.239], [-2.616, 0.461, 5.247], [-2.051, 0.772, 2.250], [-3.436, -0.105, 2.943], [-1.645, -4.467, 1.823], [-0.210, -3.784, 1.071], [0.012, -4.353, -0.310], [1.290, -3.425, -1.125], [0.681, -3.948, 1.680], [-0.357, -2.705, 1.067], [-0.893, -4.302, -0.912], [0.373, -5.372, -0.274]],
  "atomic_forces_ev_per_a": [[0.1476, -1.0197, -0.0304], [2.1144, -0.8494, 1.6583], [-1.6122, -0.6387, -0.4002], [1.1960, -0.0936, -0.0915], [0.4123, 0.7055, -0.8961], [-1.8677, -0.2094, -0.0946], [0.3885, 1.0658, -0.2728], [0.6198, 0.4936, 0.1312], [-1.2379, 0.6281, -1.2187], [-0.1751, -0.2000, 0.2733], [-0.3374, -0.1820, 0.1537], [0.2671, 0.1661, 0.1411], [-0.0995, -0.1469, -0.0321], [-0.4626, -0.0812, 0.1283], [0.2245, 0.5429, -0.3775], [0.1593, 0.0148, 0.0527], [0.0321, -0.0891, 0.0950], [0.1220, -0.0180, -0.1855], [-0.1993, -0.0905, 0.2060], [0.1723, -0.1140, 0.1254], [0.0958, -0.0072, -0.1054], [-0.5564, 0.2588, 0.3227], [0.8041, -0.5101, -0.3636], [-0.1320, 0.3835, 0.0662], [0.0920, -0.1789, 0.0805], [0.0004, -0.1183, -0.0481], [-0.3242, 0.3258, -0.0239], [-0.0645, -0.0504, -0.0345], [0.0065, -0.1398, -0.0698], [0.3363, 0.3858, 0.2554], [-0.3314, -0.0486, 0.0746], [0.2046, 0.2975, 0.2185], [-0.0860, -0.0630, -0.1081], [-0.1202, -0.0293, -0.2225], [0.0911, -0.0800, 0.0603], [-0.0616, -0.0807, 0.0628], [0.1074, 0.0701, 0.7647], [0.0217, 0.0582, -0.8998], [-0.5183, -0.2562, 0.1739], [-0.0122, 0.1375, 0.0401], [0.0914, 0.0181, 0.1860], [0.0731, -0.0747, 0.2397], [0.1546, 0.1121, 0.0297], [0.1285, -0.0074, -0.0503], [-0.2204, -0.5675, 0.3134], [0.7715, 0.5744, 0.0012], [-0.1612, 0.0451, -0.0578], [0.1550, 0.0792, -0.1589], [-0.2668, -0.2243, 0.1379], [-0.0326, 0.0131, -0.2858], [0.0506, -0.0038, -0.0542], [-0.1609, -0.2033, 0.0896]],
  "homo_energy_ev": [-9.66, -9.36],
  "total_energy_ev": -201573.5305,
  "spin_multiplicity": 4,
  "homo_lumo_gap_ev": [9.1, 6.9],
  "e_above_lowest_kj_mol": 0.0
}

***

{
  "formula": "C4H11NO",
  "method": "wB97M-V/def2-TZVPD",
  "elements": ["C", "C", "C", "C", "N", "H", "H", "H", "H", "H", "H", "H", "H", "H", "H", "H", "O"],
  "xyz": [[-0.647, 1.983, -0.747], [0.060, 0.781, -1.298], [-0.290, -0.488, -0.827], [-1.420, -0.922, -0.102], [0.824, -1.486, -0.714], [-1.512, 1.634, -0.195], [-0.003, 2.516, -0.022], [-0.997, 2.721, -1.477], [1.131, 0.884, -1.529], [-0.883, 1.223, 2.001], [-1.999, -0.119, 0.302], [-1.522, -1.937, 0.253], [1.571, -1.023, -0.185], [0.491, -2.243, -0.142], [1.012, -0.410, 3.225], [0.393, 0.438, 2.085], [1.274, -0.102, 2.351]],
  "atomic_forces_ev_per_a": [[-0.3724, -0.6097, -0.7443], [-0.1000, 0.1090, 2.2762], [2.0451, -2.2774, 1.1308], [1.2031, 2.4650, -0.1531], [-0.7936, 1.6074, -1.0397], [-0.1689, 0.2728, 0.0760], [0.1338, -0.3233, -0.1701], [0.2081, -0.0885, -0.0070], [-0.5905, -0.0734, -0.5095], [-0.1128, -0.4708, -0.5353], [-1.2242, -0.0990, -0.1230], [-0.0069, 0.0557, -0.0077], [-0.3501, -0.3307, -0.1857], [0.1588, -0.2156, 0.0952], [0.1416, -0.0780, 0.0975], [1.8125, -1.0732, 0.5616], [-1.9836, 1.1297, -0.7618]],
  "homo_energy_ev": -7.68,
  "total_energy_ev": -7857.4934,
  "homo_lumo_gap_ev": 5.0,
  "e_above_lowest_kj_mol": 681.2
}